18
Properties=species:S:1:pos:R:3 method="wB97M-V/def2-TZVPD" homo_lumo_gap_ha=0.370 total_charge=0
C -0.6405 0.4576 1.6843
C 0.8837 0.3741 1.8846
C -1.2307 0.0126 0.3600
N -0.6686 0.5874 -0.7513
C -1.3244 0.5809 -2.0415
O -2.1925 -0.7219 0.2640
H -0.8404 1.5335 1.6639
H -1.2179 -0.0073 2.4795
H 1.2635 1.0455 2.6485
H 1.2789 -0.6320 2.0005
H 1.3170 0.7367 0.9479
H 0.1113 1.2144 -0.6524
H -1.8751 1.5046 -2.2378
H -1.9717 -0.2678 -2.1888
H -0.5332 0.5814 -2.7965
H 4.1898 -1.7313 -0.6105
H 4.1112 -0.9279 -1.9198
O 3.7867 -0.9936 -1.0357

=====

18
Properties=species:S:1:pos:R:3 method="wB97M-V/def2-TZVPD" homo_lumo_gap_ha=0.402 total_charge=0
C 0.4988 0.8361 0.1457
O -0.8621 0.7353 -0.2875
C 0.7194 2.1582 0.8502
C 2.1682 2.3395 1.2754
H 0.7385 0.0152 0.8370
H 1.1769 0.7407 -0.7017
H -0.8262 0.2653 -1.1318
H 0.4153 2.9674 0.1825
H 0.0689 2.2105 1.7243
H 2.8469 2.2638 0.4225
H 2.3262 3.3151 1.7340
H 2.4684 1.5820 1.9971
C -0.9079 -2.5013 -0.9087
N -1.6009 -2.1065 0.1739
O -0.1751 -1.7698 -1.5457
H -1.0732 -3.5543 -1.1772
H -1.5110 -1.1436 0.4800
H -2.2284 -2.7071 0.6760

=====

18
Properties=species:S:1:pos:R:3 method="wB97M-V/def2-TZVPD" homo_lumo_gap_ha=0.348 total_charge=0
C 1.3614 0.1064 1.3537
N 1.2189 -0.2271 -0.1280
C 0.1762 0.5368 -0.7563
C 0.2614 0.1747 -2.3307
C 0.0680 1.2931 -3.2580
O -0.4958 2.3559 -3.1053
H 2.3813 -0.1348 1.5386
H 0.8415 -0.6081 2.0852
H 1.0699 1.1867 1.5962
H 1.2302 -1.2314 -0.1503
H 0.1660 1.6950 -0.4113
H -0.8490 0.3682 -0.2965
H 1.1679 -0.3193 -2.4588
H -0.5328 -0.5265 -2.6037
H 0.5524 1.1339 -4.2807
H -2.7232 -2.2076 3.6289
H -2.9312 -1.3643 5.0364
O -2.9632 -2.2315 4.5406

=====

For each record above, in turn, the calculated total energy values are -364.2458 -364.2505 -364.1606 Eh.
For each record above, in turn, the calculated ΔE to the lowest compared entry with this formula, charge and spin values are 0.609 0.482 2.927 eV.